{"formula": "C35H58FN7O4PS", "method": "ωB97M-V with the def2-TZVPD basis set", "symbols": ["C", "C", "C", "N", "C", "C", "C", "C", "C", "C", "C", "C", "C", "C", "P", "O", "O", "S", "N", "C", "C", "C", "C", "C", "C", "F", "O", "N", "O", "H", "H", "H", "H", "H", "H", "H", "H", "H", "H", "H", "H", "H", "H", "H", "H", "H", "H", "H", "H", "H", "H", "H", "H", "H", "H", "H", "H", "H", "H", "C", "C", "C", "C", "N", "H", "H", "H", "H", "H", "H", "H", "C", "C", "C", "C", "N", "H", "H", "H", "H", "H", "H", "H", "C", "C", "C", "C", "N", "H", "H", "H", "H", "H", "H", "H", "C", "C", "C", "C", "N", "H", "H", "H", "H", "H", "H", "H"], "coordinates": [[2.264, -0.550, 3.880], [1.027, -0.650, 3.435], [0.644, -0.013, 2.141], [-0.675, 0.590, 2.228], [-1.451, 0.707, 1.010], [-0.839, 1.814, 0.118], [-1.037, 1.780, -1.398], [-0.092, 2.668, -2.171], [1.176, 2.986, -1.774], [1.982, 3.793, -2.526], [1.532, 4.287, -3.716], [0.269, 3.971, -4.121], [-0.537, 3.180, -3.366], [-1.637, -0.715, 0.428], [-2.987, -1.491, 1.384], [-3.227, -2.992, 0.896], [-2.633, -1.475, 2.950], [-4.579, -0.437, 1.026], [-0.322, -1.405, 0.121], [-0.328, -2.915, -0.165], [-1.280, -3.211, -1.321], [-0.456, -3.911, 0.993], [-0.450, -3.427, 2.454], [-1.458, -4.129, 3.323], [0.894, -0.940, 0.907], [1.608, -2.007, 1.270], [1.653, -0.245, -0.048], [3.090, -0.671, -0.158], [3.713, 0.233, -0.465], [2.657, -1.215, 4.623], [2.898, 0.207, 3.455], [0.296, -1.209, 3.996], [1.366, 0.789, 2.039], [-1.206, 0.267, 3.021], [-2.416, 1.077, 1.301], [0.200, 1.985, 0.332], [-1.325, 2.721, 0.450], [-2.021, 2.169, -1.621], [-1.015, 0.785, -1.848], [1.572, 2.609, -0.854], [2.960, 4.036, -2.160], [2.182, 4.911, -4.297], [-0.089, 4.345, -5.061], [-1.528, 2.962, -3.714], [-2.143, -0.586, -0.516], [-3.801, -3.472, 1.505], [-3.284, -2.011, 3.421], [-0.095, -1.043, -0.810], [0.637, -3.101, -0.621], [-1.477, -4.267, -1.343], [-2.212, -2.667, -1.270], [-0.792, -2.965, -2.258], [0.356, -4.614, 0.880], [-1.340, -4.513, 0.851], [-0.536, -2.347, 2.494], [0.518, -3.648, 2.881], [-1.298, -5.192, 3.302], [-2.487, -3.906, 3.070], [-1.314, -3.816, 4.349], [-2.866, 4.855, 3.474], [-4.163, 4.595, 2.717], [-3.933, 3.926, 1.357], [-3.101, 4.751, 0.483], [-2.448, 5.400, -0.202], [-2.218, 5.542, 2.929], [-3.073, 5.301, 4.445], [-2.315, 3.926, 3.642], [-4.694, 5.536, 2.570], [-4.811, 3.951, 3.313], [-4.883, 3.743, 0.856], [-3.433, 2.964, 1.485], [-0.091, 6.891, -1.241], [0.721, 8.050, -0.673], [1.263, 8.992, -1.755], [2.158, 8.296, -2.678], [2.857, 7.741, -3.399], [0.520, 6.254, -1.884], [-0.485, 6.268, -0.439], [-0.937, 7.254, -1.827], [1.554, 7.659, -0.085], [0.096, 8.630, 0.007], [1.819, 9.815, -1.306], [0.442, 9.418, -2.332], [1.740, -3.018, -6.021], [1.467, -1.720, -5.268], [2.347, -1.558, -4.024], [2.114, -2.646, -3.081], [1.889, -3.535, -2.393], [1.516, -3.893, -5.409], [1.120, -3.077, -6.914], [2.784, -3.079, -6.333], [0.414, -1.681, -4.978], [1.646, -0.870, -5.922], [2.132, -0.614, -3.526], [3.404, -1.561, -4.296], [2.804, -9.237, 2.549], [2.485, -8.276, 1.409], [2.364, -6.819, 1.875], [1.290, -6.667, 2.857], [0.444, -6.598, 3.629], [2.009, -9.249, 3.295], [2.912, -10.252, 2.170], [3.735, -8.963, 3.047], [1.556, -8.580, 0.925], [3.271, -8.331, 0.655], [2.155, -6.165, 1.028], [3.296, -6.485, 2.333]], "mulliken_charge": [-1.163, -0.523, -0.856, -0.224, -0.903, -1.621, -0.399, 0.512, -0.051, -1.078, -0.625, -0.726, -0.646, -0.273, 0.364, -0.473, -0.580, -0.419, 0.563, 0.735, -1.640, -1.626, 1.506, -1.862, 1.506, -0.505, -0.207, 0.240, -0.242, 0.348, 0.303, 0.347, 0.561, 0.521, 0.758, 0.096, 0.354, 0.428, 0.382, 0.464, 0.478, 0.487, 0.458, 0.493, 1.038, 0.476, 0.460, 0.713, 0.533, 0.522, 0.347, 0.319, -0.156, 0.595, -1.077, 0.605, 0.381, 0.290, 0.386, -1.050, -0.658, 0.484, 0.276, -0.432, 0.306, 0.373, 0.214, 0.342, 0.364, 0.417, -0.474, -0.263, -0.555, -0.570, 0.339, -0.460, -0.064, 0.063, 0.319, 0.302, 0.358, 0.320, 0.297, -1.239, -0.465, -0.067, 0.261, -0.472, 0.346, 0.366, 0.309, 0.252, 0.376, -0.068, 0.408, -1.174, -0.493, -0.163, 0.343, -0.520, 0.348, 0.354, 0.299, 0.300, 0.336, 0.061, 0.359], "max_force_ev_per_a": 2.95, "gap_ev": 7.7, "charge": 1, "e_homo_ev": -11.201}

{"formula": "C35H58N3OP2Ti", "method": "ωB97M-V with the def2-TZVPD basis set", "symbols": ["C", "C", "C", "C", "C", "H", "H", "H", "N", "P", "P", "C", "H", "H", "C", "H", "C", "C", "C", "C", "C", "H", "H", "H", "C", "H", "H", "H", "C", "H", "H", "H", "C", "H", "H", "H", "C", "H", "H", "H", "C", "H", "H", "H", "C", "H", "H", "H", "C", "H", "H", "H", "C", "H", "H", "H", "C", "H", "H", "H", "C", "H", "H", "H", "C", "H", "H", "H", "Ti", "C", "O", "N", "C", "C", "C", "C", "C", "H", "H", "H", "H", "H", "H", "H", "H", "H", "C", "C", "C", "C", "N", "C", "C", "H", "H", "H", "H", "H", "H", "H"], "coordinates": [[-1.287, 0.648, -3.060], [-0.720, 2.145, -1.371], [-1.806, 1.691, -3.814], [-0.984, 3.250, -2.184], [-1.543, 3.004, -3.429], [-2.360, 1.447, -4.717], [-0.851, 4.257, -1.778], [-1.789, 3.846, -4.069], [-0.613, 0.906, -1.927], [-0.273, -1.859, -2.524], [0.821, 2.529, 1.340], [-1.495, -0.792, -3.430], [-2.519, -1.111, -3.175], [-1.430, -0.895, -4.521], [-1.003, 2.251, 0.102], [-1.518, 3.178, 0.246], [0.014, 3.441, 2.760], [2.678, 2.503, 1.532], [-1.209, -3.350, -1.806], [0.851, -2.250, -3.983], [-0.245, 2.356, 3.837], [0.688, 1.884, 4.174], [-0.724, 2.807, 4.723], [-0.894, 1.547, 3.471], [0.827, 4.627, 3.297], [1.752, 4.347, 3.802], [1.024, 5.331, 2.476], [0.183, 5.147, 4.025], [-1.295, 4.180, 2.400], [-1.822, 4.500, 3.314], [-1.136, 5.045, 1.736], [-1.974, 3.517, 1.895], [3.004, 2.075, 2.971], [2.642, 1.051, 3.153], [4.097, 2.080, 3.099], [2.575, 2.742, 3.727], [3.359, 1.506, 0.581], [3.063, 0.472, 0.797], [3.151, 1.726, -0.469], [4.453, 1.568, 0.713], [3.117, 3.923, 1.149], [2.744, 4.685, 1.840], [4.215, 3.961, 1.158], [2.763, 4.167, 0.136], [2.035, -3.078, -3.458], [2.619, -3.417, -4.328], [2.699, -2.485, -2.815], [1.710, -3.971, -2.901], [1.342, -0.952, -4.655], [0.507, -0.347, -5.024], [1.973, -0.338, -4.015], [1.942, -1.252, -5.526], [0.073, -3.015, -5.069], [0.637, -2.937, -6.009], [-0.030, -4.078, -4.840], [-0.921, -2.590, -5.255], [-2.553, -2.854, -1.263], [-3.262, -2.644, -2.073], [-2.986, -3.655, -0.647], [-2.469, -1.963, -0.627], [-0.380, -3.983, -0.675], [-0.325, -3.349, 0.220], [-0.874, -4.921, -0.383], [0.647, -4.230, -0.979], [-1.483, -4.407, -2.878], [-2.022, -3.992, -3.739], [-0.569, -4.911, -3.212], [-2.128, -5.179, -2.437], [0.256, -0.531, -0.561], [2.003, -0.231, -1.521], [3.034, -0.081, -2.072], [-1.109, -0.007, 0.636], [-1.715, 1.151, 0.677], [-3.164, 1.166, 1.293], [-3.786, 2.538, 1.528], [-4.118, 0.442, 0.342], [-3.111, 0.333, 2.579], [-3.420, 2.996, 2.449], [-3.667, 3.196, 0.658], [-4.862, 2.446, 1.720], [-3.785, -0.582, 0.132], [-5.096, 0.374, 0.842], [-4.267, 1.000, -0.593], [-4.107, -0.013, 2.889], [-2.486, -0.550, 2.391], [-2.682, 0.914, 3.399], [2.906, -4.152, 4.067], [2.421, -3.185, 3.037], [1.468, -2.220, 3.357], [1.019, -1.336, 2.385], [1.392, -1.456, 1.078], [2.389, -2.336, 0.779], [2.897, -3.218, 1.728], [3.220, -3.626, 4.975], [2.119, -4.858, 4.361], [3.754, -4.732, 3.690], [1.066, -2.164, 4.364], [0.309, -0.543, 2.623], [2.755, -2.330, -0.254], [3.655, -3.940, 1.420]], "lowdin_spin": [0.015, 0.044, -0.026, -0.020, 0.014, -0.002, 0.000, 0.001, -0.014, 0.038, 0.253, 0.002, 0.000, 0.000, -0.071, -0.002, 0.034, -0.013, 0.012, 0.012, 0.019, 0.000, 0.005, 0.001, 0.003, 0.000, 0.001, 0.000, 0.005, -0.001, 0.001, 0.000, 0.018, 0.000, 0.004, 0.001, 0.008, 0.002, 0.003, 0.001, 0.012, 0.001, -0.003, 0.007, 0.002, 0.000, 0.001, 0.000, 0.001, 0.000, 0.000, 0.000, 0.001, 0.000, 0.000, 0.000, 0.004, 0.000, 0.000, 0.003, 0.003, 0.001, 0.000, 0.000, 0.002, 0.000, 0.000, 0.001, 1.109, 0.257, 0.189, -0.006, 0.031, 0.002, -0.001, 0.004, 0.000, 0.000, 0.000, 0.000, 0.000, 0.001, 0.000, 0.000, -0.001, 0.000, 0.001, 0.003, -0.001, 0.001, 0.010, 0.013, 0.000, 0.000, 0.000, 0.000, 0.000, -0.003, 0.005, 0.000], "max_force_ev_per_a": 4.06, "gap_ev": [5.8, 5.6], "charge": 1, "e_homo_ev": [-9.033, -8.801], "multiplicity": 3, "s2": 2.39}